This record from the OMol25 dataset describes a 2-piece molecular cluster, C3H7N2O4 overall. The level of theory is the ωB97M-V functional and the def2-TZVPD basis.

The geometry in XYZ format:
```
16
Properties=species:S:1:pos:R:3:lowdin_charge:R:1
O -0.51218 -0.32900 2.41801 -0.039
C -0.11917 -0.35775 1.25001 -0.611
N -0.28687 -1.29299 0.36452 0.130
C 0.20918 -1.62712 -1.23319 -0.669
O 1.06338 -0.84396 -1.64800 -0.032
O -0.30476 -2.63092 -1.64508 0.008
C 0.92919 0.74098 0.92248 -0.187
N 0.67120 1.51474 -0.31834 -0.032
H -1.00588 -2.09978 0.60440 0.166
H 0.93160 1.65617 1.79520 0.155
H 1.91895 0.21657 1.00659 0.107
H 0.19815 0.93665 -0.99233 0.043
H 1.56223 1.83891 -0.66250 0.067
H -1.95658 2.73105 -0.01534 -0.040
H -0.60292 3.17111 -0.21854 -0.027
O -1.47782 3.48644 -0.05951 -0.038
```

Summary:
LUMO = 3.838 eV
net charge = -1
total energy = -529.06194 a.u.
orbital gap = 0.3398 Eh
energy above the lowest of the compared OMol25 structures with the same formula, charge and spin = 13.8 kJ/mol